The following is a DFT calculation (ωB97M-V/def2-TZVPD) of a molecular structure, C32H39CoF2N6O2PS.

Last column: Mulliken spin population.
Atoms and positions in Å:
Co -1.324 -0.085 -0.258  0.00
O -7.428 2.925 0.363  0.00
C -6.371 3.578 0.327  0.00
O -6.108 4.784 0.458  0.00
C -5.106 2.693 0.087  0.00
C -5.207 1.309 0.083  0.00
C -4.064 0.555 -0.061  0.00
N -2.855 1.118 -0.185  0.00
C -2.751 2.445 -0.254  0.00
C -3.859 3.263 -0.103  0.00
C -1.386 2.981 -0.412  0.00
C -1.183 4.258 -0.900  0.00
C 0.107 4.753 -0.929  0.00
C 1.123 3.988 -0.389  0.01
C 0.842 2.706 0.065  0.06
N -0.385 2.168 -0.028  -0.01
C -4.014 -0.912 -0.107  0.00
C -5.136 -1.715 -0.201  0.00
C -4.970 -3.087 -0.257  0.00
C -3.692 -3.620 -0.222  0.00
C -2.615 -2.759 -0.143  0.00
N -2.776 -1.437 -0.083  0.00
H -6.192 0.877 0.209  0.00
H -3.780 4.343 -0.101  0.00
H -2.020 4.849 -1.243  0.00
H 0.309 5.739 -1.329  0.00
H 2.133 4.366 -0.307  0.00
H 1.677 0.886 0.691  0.12
H -6.118 -1.267 -0.254  0.00
H -5.834 -3.735 -0.331  0.00
H -3.526 -4.687 -0.258  0.00
H -1.594 -3.114 -0.113  0.00
N -1.179 0.067 1.932  0.00
N -1.525 -0.886 2.923  0.00
C -1.421 -2.197 2.750  0.00
N -1.720 -2.861 3.868  0.00
S 0.188 -1.722 -0.533  0.00
H -0.212 0.348 2.060  0.00
H -1.757 0.881 2.110  0.00
H -1.762 -0.463 3.818  0.00
H -1.975 -2.428 4.750  0.00
H -1.678 -3.862 3.863  0.00
C 2.865 -3.731 0.034  0.00
C 3.064 -2.251 0.353  -0.01
C 2.504 -1.957 1.752  0.00
C 4.557 -1.893 0.379  0.01
P 2.143 -1.061 -0.807  -0.01
C 1.886 1.947 0.876  -0.14
C 3.290 2.250 0.450  0.32
C 4.192 2.838 1.273  -0.13
C 3.865 3.180 2.608  0.43
C 2.577 2.877 3.106  -0.11
C 1.642 2.282 2.326  0.38
C 2.515 -1.507 -2.623  0.00
C 4.014 -1.698 -2.847  0.00
C 2.075 -0.251 -3.387  0.00
C 1.759 -2.716 -3.170  0.00
H 3.342 -4.343 0.808  0.00
H 3.313 -4.001 -0.923  0.00
H 1.802 -3.983 0.008  0.00
H 3.013 -2.594 2.483  0.00
H 1.433 -2.156 1.806  0.00
H 2.692 -0.916 2.038  0.01
H 5.021 -2.342 1.263  0.00
H 4.705 -0.813 0.441  0.00
H 5.091 -2.262 -0.493  0.00
H 3.558 1.970 -0.561  0.03
H 5.189 3.047 0.904  0.00
H 4.600 3.655 3.243  0.02
H 2.335 3.121 4.134  0.00
H 0.655 2.067 2.724  0.03
H 4.594 -0.873 -2.424  0.00
H 4.214 -1.726 -3.923  0.00
H 4.376 -2.634 -2.423  0.00
H 2.698 0.607 -3.122  0.00
H 1.038 0.014 -3.172  0.00
H 2.167 -0.418 -4.466  0.00
H 1.940 -3.617 -2.583  0.00
H 2.083 -2.906 -4.200  0.00
H 0.685 -2.541 -3.178  0.00
F -2.787 -0.275 -2.573  0.00
C -1.497 -0.015 -2.173  0.00
F -1.212 1.266 -2.585  0.00
H -0.855 -0.684 -2.734  0.00

## Properties
Strongest force on any atom in eV/Å: 0.83
HOMO level (alpha / beta) in eV: -7.641 / -7.953
Kohn-Sham gap (alpha / beta) in eV: 6.638 / 6.849
2S+1: 2
⟨S²⟩: 0.789
Electronic energy in Eh: -4043.77024